{"formula": "C14H51O14", "method": "ωB97M-V/def2-TZVPD", "homo_ev": -6.207, "e_above_lowest_kcal_mol": 15.3, "total_charge": -1, "elements": ["C", "C", "O", "O", "H", "H", "H", "C", "O", "H", "H", "H", "H", "C", "O", "H", "H", "H", "H", "C", "O", "H", "H", "H", "H", "C", "O", "H", "H", "H", "H", "C", "O", "H", "H", "H", "H", "C", "O", "H", "H", "H", "H", "C", "O", "H", "H", "H", "H", "C", "O", "H", "H", "H", "H", "C", "O", "H", "H", "H", "H", "C", "O", "H", "H", "H", "H", "C", "O", "H", "H", "H", "H", "C", "O", "H", "H", "H", "H"], "positions_angstrom": [[-11.47424, 1.47808, -12.45696], [-11.73255, 0.98855, -11.02951], [-12.31233, -0.12598, -10.87199], [-11.32926, 1.73669, -10.11214], [-10.51465, 1.21864, -12.89894], [-11.50514, 2.57109, -12.39869], [-12.29361, 1.19147, -13.11733], [-13.54446, -2.46871, -12.87747], [-13.58905, -1.10978, -13.24241], [-12.51456, -2.78016, -12.65326], [-14.14370, -2.74461, -12.00640], [-13.79589, -3.08222, -13.74550], [-13.21168, -0.60136, -12.49548], [-11.61035, 5.22624, -9.38041], [-10.64101, 4.23921, -9.16568], [-11.26794, 6.18414, -8.98427], [-11.82203, 5.42103, -10.44357], [-12.57172, 4.97622, -8.91696], [-10.99150, 3.41251, -9.55802], [-10.76876, 5.79024, -13.37435], [-9.48825, 5.51120, -13.94435], [-11.33236, 6.49979, -13.98224], [-11.29130, 4.83667, -13.36460], [-10.67696, 6.15101, -12.34906], [-9.00341, 6.33344, -14.05467], [-15.85533, 1.10318, -14.18133], [-16.32984, 1.75417, -15.35451], [-14.77832, 1.22802, -14.10636], [-16.31915, 1.53228, -13.28676], [-16.06267, 0.03184, -14.16935], [-17.25362, 1.54752, -15.50562], [-7.99382, 3.17098, -12.59313], [-7.37620, 2.04087, -11.97041], [-9.03248, 3.17627, -12.27778], [-7.48383, 4.09569, -12.31178], [-7.93542, 3.08416, -13.68250], [-6.42544, 2.14228, -12.05521], [-11.18822, 3.04110, -15.88544], [-9.83900, 3.47453, -15.96000], [-11.25872, 2.19675, -16.57049], [-11.46123, 2.63228, -14.90937], [-11.88875, 3.81272, -16.21539], [-9.68683, 4.16173, -15.29266], [-14.37144, 4.47360, -13.79230], [-14.85627, 4.24630, -15.10310], [-14.21405, 5.54029, -13.64700], [-15.07147, 4.11876, -13.02677], [-13.44815, 3.90043, -13.64424], [-15.34738, 3.41364, -15.12763], [-12.71984, -0.48651, -16.66166], [-11.94573, -0.83462, -15.52204], [-12.43124, 0.48725, -17.05644], [-12.63851, -1.24344, -17.45040], [-13.77976, -0.54239, -16.38431], [-12.54242, -0.74194, -14.75814], [-14.79575, -0.80128, -9.16273], [-13.84063, -0.03217, -8.46657], [-15.29708, -0.25829, -9.97205], [-14.32078, -1.70045, -9.56036], [-15.57780, -1.05697, -8.44614], [-13.14600, 0.18579, -9.11988], [-10.79876, 1.10667, -6.63671], [-10.26759, 0.57069, -7.82232], [-10.18082, 1.93784, -6.25394], [-11.80518, 1.52413, -6.74922], [-10.79317, 0.33311, -5.86594], [-10.57786, 1.13837, -8.55672], [-11.34883, -3.25072, -9.79570], [-10.51799, -2.12726, -9.73360], [-12.06130, -3.17517, -10.62390], [-10.79160, -4.18472, -9.89010], [-11.94380, -3.35610, -8.87541], [-11.03233, -1.35232, -10.01642], [-8.46985, -1.46787, -12.30013], [-7.82272, -2.03218, -11.17512], [-8.56034, -2.20934, -13.10023], [-9.45801, -1.09578, -12.03345], [-7.94309, -0.57144, -12.65180], [-7.01541, -2.45801, -11.46889]], "atomic_forces_ev_per_a": [[-0.8, 0.9, 0.1], [0.6, 0.0, -0.2], [-0.1, 0.2, -0.3], [-0.3, -0.1, 0.0], [0.0, -0.4, 0.2], [0.1, 0.0, -0.1], [0.2, -0.2, -0.2], [1.1, -0.8, -0.2], [-0.4, 0.3, 0.1], [-0.1, 0.2, 0.1], [-0.3, 0.3, -0.1], [-0.4, 0.2, 0.0], [0.1, -0.2, 0.3], [-0.3, 0.3, -0.2], [-0.2, 0.0, -0.2], [0.1, -0.1, 0.2], [0.1, -0.2, 0.0], [0.0, 0.0, 0.1], [0.4, -0.1, 0.1], [0.2, -0.2, 0.0], [0.0, 0.2, 0.0], [0.0, 0.0, 0.0], [-0.1, 0.1, 0.1], [0.0, 0.0, 0.0], [0.0, 0.0, 0.0], [-0.4, -0.3, 0.5], [0.4, 0.1, -0.2], [0.0, 0.1, -0.2], [0.1, 0.0, 0.0], [0.1, 0.0, -0.2], [-0.1, 0.0, 0.1], [0.5, -0.4, -0.2], [-0.1, 0.1, 0.0], [0.0, 0.2, 0.0], [-0.3, 0.1, 0.2], [-0.2, 0.0, 0.0], [0.0, -0.1, 0.0], [0.3, -0.4, -0.4], [0.0, 0.1, 0.2], [-0.1, 0.1, -0.1], [0.0, 0.3, 0.1], [-0.1, 0.0, 0.2], [0.0, -0.1, -0.1], [-0.1, -0.8, 0.0], [-0.1, 0.3, 0.0], [0.1, 0.0, -0.1], [-0.1, 0.2, 0.0], [0.1, 0.3, 0.1], [0.0, 0.0, -0.1], [-0.4, -0.7, 0.4], [-0.2, 0.2, -0.3], [-0.2, 0.1, 0.0], [0.5, 0.1, 0.0], [0.0, 0.6, -0.2], [0.3, -0.3, 0.1], [0.1, 0.1, 0.4], [0.0, 0.3, -0.3], [0.2, 0.1, -0.1], [-0.2, -0.2, -0.1], [0.1, -0.2, 0.0], [0.0, -0.2, 0.2], [0.4, 0.5, 0.3], [-0.3, 0.4, 0.0], [0.0, -0.1, -0.1], [-0.1, -0.3, -0.1], [-0.2, -0.1, -0.1], [0.1, -0.5, 0.0], [-0.7, 0.2, 0.3], [0.2, -0.1, -0.2], [0.1, -0.2, 0.0], [0.3, 0.2, -0.2], [0.0, 0.0, 0.0], [0.0, -0.1, 0.2], [0.2, 0.4, -0.3], [-0.1, -0.1, 0.3], [-0.1, 0.2, -0.1], [0.0, -0.4, 0.3], [0.1, -0.2, -0.2], [0.0, 0.1, -0.1]]}